Computed, not measured: 7 unconnected molecules or ions with the total composition C24H51ClN8O10P2 at a distorted geometry, with ωB97M-V with the def2-TZVPD basis set.

The geometry in XYZ format:
```
96
Properties=species:S:1:pos:R:3:forces:R:3:mulliken_charge:R:1
Cl 0.63346 -0.93394 0.95384 -0.52 -0.52 -1.35 -0.308
P 1.12727 -2.05425 -0.79822 2.09 -1.17 0.35 0.136
P 0.72919 -1.94872 -3.90301 -0.09 -3.63 -1.48 0.967
O -0.06403 -1.14416 -5.13329 1.32 0.12 1.75 -0.615
O 3.38777 -1.08825 5.27894 -0.18 0.03 -0.21 -0.658
O -2.04154 1.25463 -0.78128 0.46 -1.24 -0.29 -0.642
O 4.21774 9.45104 -0.53179 -0.08 -0.12 -0.01 -0.635
O 2.86920 2.49526 0.36557 0.10 0.12 -0.11 -0.630
O -0.20086 6.71293 0.61652 -0.31 -0.17 0.07 -0.605
O 2.73675 -1.61027 -1.10855 -2.24 1.00 0.10 -0.479
O 2.34080 -1.56389 -4.04177 -2.01 0.08 0.39 -0.509
O -5.85579 2.81397 -3.18752 0.12 0.07 -0.16 -0.649
O 2.48995 -6.15075 6.71045 0.01 -0.05 0.11 -0.620
N -0.11737 4.60287 -0.14945 0.07 -0.03 -0.20 -0.159
N 4.42044 -5.92639 7.84122 0.02 0.12 0.03 -0.302
N 2.85424 -3.02920 6.27907 -0.08 -0.05 0.05 -0.272
N 0.56183 -3.50964 -4.15929 0.24 1.33 0.78 -0.961
N -2.00137 -1.15030 -0.91906 -0.19 1.88 -0.78 -0.012
N 2.52141 1.07135 2.05947 0.00 0.20 -0.05 0.051
N 4.31153 7.34083 -1.29952 0.21 -0.12 -0.13 -0.345
N -3.80650 2.90512 -2.27294 -0.11 0.04 -0.03 -0.133
C 4.21809 2.78729 2.33413 0.06 -0.05 0.18 -0.974
C -4.48191 -3.71492 -1.72397 -0.97 -0.83 -0.46 -0.165
C 3.38747 -8.12256 7.73582 0.19 -0.09 0.13 -0.945
C -5.90577 -3.66905 -2.46782 0.05 0.33 0.27 -1.117
C -0.01930 -1.53994 -2.22777 -1.47 3.56 -1.12 1.046
C -4.69904 3.19066 -3.25770 -0.17 -0.13 0.29 0.646
C -1.08505 -3.43795 -0.95652 -1.67 -0.89 -1.71 -1.252
C 2.22286 8.13344 -0.33562 0.21 -0.21 -0.18 -0.327
C -2.47016 -2.52992 -3.05176 -1.74 -0.82 -0.35 0.615
C 1.48843 -2.27059 4.42054 -0.16 -0.24 0.02 -0.499
C 3.37547 -6.66132 7.37690 -0.01 0.23 -0.08 0.676
C -3.32438 -3.87674 -2.80299 -0.01 0.48 -0.52 -1.227
C -0.49533 -0.03648 -2.34934 -0.15 3.16 1.10 -0.547
C -1.47166 -2.18679 -1.85913 1.29 -0.94 1.57 1.398
C -0.76497 5.64850 0.43002 0.25 0.10 -0.03 0.683
C 3.15849 2.12345 1.49639 -0.24 -0.23 0.10 0.737
C 3.65661 8.38578 -0.71927 0.10 0.26 0.02 0.495
C 2.65451 -2.06278 5.34732 0.33 0.09 0.28 0.475
C -1.60912 0.21358 -1.22604 0.64 -3.06 -0.89 -0.335
C -2.19937 5.40220 0.81678 -0.12 -0.26 -0.06 -0.810
C -4.16713 3.98950 -4.41884 0.26 0.07 -0.01 -0.930
C -3.56823 -1.38298 -3.32416 0.69 -0.75 -0.39 -1.428
C 0.56652 1.14607 -2.26500 0.34 0.50 -0.48 -0.759
C -1.00325 -4.61389 -0.61197 1.23 0.76 0.62 -0.386
H -4.13764 2.37156 -1.48509 0.15 0.02 -0.04 0.144
H -2.96675 -1.27698 -0.61077 0.55 -0.05 0.10 0.506
H 2.80818 -2.37503 -3.73454 -0.39 0.60 -0.23 0.371
H -4.73008 4.91997 -4.49773 -0.03 -0.11 -0.08 0.278
H -2.66439 -4.77779 -2.64269 -0.69 1.12 0.09 0.394
H 4.43699 -4.94581 7.61431 0.08 -0.12 0.00 0.157
H 1.62319 0.82651 -2.04827 -1.09 0.23 -0.19 0.121
H -1.08918 0.25434 -3.27761 0.70 -1.21 0.83 0.288
H -2.84477 3.19455 -2.28956 -0.10 -0.06 -0.02 0.090
H -2.51985 4.38879 0.56792 -0.03 0.05 0.03 0.167
H -3.03454 -0.55067 -3.86017 -0.93 -0.48 0.70 0.278
H 3.88969 6.44587 -1.47291 -0.04 0.13 0.09 0.185
H -1.96593 -2.69381 -4.05004 -0.05 0.23 1.45 0.209
H 0.11602 -3.96411 -3.35534 0.19 0.02 -0.43 0.366
H -4.51835 -4.58781 -0.99874 0.35 1.07 -0.86 0.376
H -4.42675 -2.77000 -1.11384 0.24 -1.02 -0.52 0.046
H 0.79585 -1.43467 4.52878 0.09 0.01 -0.10 0.220
H 2.83702 -0.64127 -1.21808 0.25 -0.49 -0.02 0.358
H 2.48833 -8.35553 8.30691 0.00 -0.01 -0.14 0.257
H 1.85553 -2.31073 3.39427 -0.05 0.10 0.05 0.030
H 2.11084 8.27713 0.73855 -0.09 0.04 -0.11 0.252
H -2.30759 5.54818 1.89193 -0.02 0.11 -0.09 0.273
H 0.95408 -3.19682 4.63704 0.00 0.06 -0.05 0.340
H -6.11128 -2.59124 -2.76531 -0.05 -1.39 0.38 0.240
H 5.27264 7.48441 -1.56543 -0.09 -0.02 0.03 0.220
H -2.83723 6.11012 0.28640 0.04 0.03 0.13 0.255
H -5.93218 -4.28306 -3.41201 0.23 0.52 0.99 0.294
H 3.94778 3.83299 2.48641 0.09 -0.03 -0.11 0.261
H 1.58323 8.83883 -0.86667 0.02 0.01 0.15 0.244
H 0.84459 4.74083 -0.41756 -0.03 -0.16 0.11 0.082
H 0.29341 1.92792 -1.49217 0.21 -1.18 -0.73 -0.286
H 5.16885 -6.30794 8.39227 -0.12 -0.04 -0.07 0.189
H 2.27518 -3.84976 6.37065 0.14 -0.07 -0.08 0.195
H 5.17325 2.72989 1.81077 -0.08 0.12 -0.01 0.263
H -6.73761 -4.06933 -1.80768 0.97 0.73 -0.69 0.337
H 4.32450 2.30847 3.30852 0.01 0.04 -0.06 0.314
H -4.35046 -1.83468 -4.01264 1.09 0.67 0.69 0.483
H -4.28950 3.41032 -5.33472 -0.10 0.10 0.03 0.259
H 0.59126 1.70794 -3.25367 0.12 -0.80 1.15 0.367
H -0.07813 -1.70584 -5.93431 0.16 0.01 0.65 0.403
H 1.80283 0.61841 1.50400 0.53 0.41 0.39 0.033
H 4.25998 -8.38722 8.33500 -0.06 -0.03 -0.03 0.311
H 2.71875 0.72306 2.98441 0.12 0.06 -0.05 0.086
H -0.53060 -5.51776 -0.14762 -1.07 1.29 -0.76 0.411
H 1.90747 7.12172 -0.58529 -0.06 0.12 0.09 -0.091
H -3.84400 -4.06096 -3.79911 0.72 0.21 1.16 0.643
H 3.62973 -2.91007 6.91030 -0.11 0.12 -0.06 0.211
H -3.10962 4.23054 -4.29676 -0.05 0.02 -0.05 0.300
H -0.54399 3.70823 -0.32108 -0.03 0.07 0.15 0.106
H 3.40115 -8.71348 6.81954 -0.12 0.03 0.06 0.258
H -4.11787 -1.06106 -2.39996 0.69 -0.02 -1.00 0.216
```
Forces are in eV/Å.

Properties
- HOMO-LUMO gap: 8.846 eV
- Highest occupied orbital energy: -9.1 eV
- SMILES string: C#C[C@@]1([C@H](C)CCC)NC(=O)[C@@H](C)[C@]1(P(O)Cl)P(=N)(O)O.CC(N)=O.CC(N)=O.CC(N)=O.CC(N)=O.CC(N)=O.CC(N)=O
- Max |F|: 4.0 eV/A